Entry 1:
{"formula": "C24H22N8O7P2Sr", "method": "wB97M-V/def2-TZVPD", "symbols": ["Sr", "N", "C", "N", "C", "N", "C", "C", "N", "C", "C", "N", "H", "H", "H", "H", "H", "N", "C", "C", "C", "C", "C", "C", "C", "C", "C", "C", "C", "C", "N", "C", "C", "C", "C", "N", "H", "H", "H", "H", "H", "H", "H", "H", "H", "H", "C", "C", "O", "P", "O", "O", "O", "P", "O", "O", "O", "H", "H", "H", "H", "H", "H", "H"], "coordinates": [[0.3835, 0.1364, 0.1674], [-4.3178, -0.8262, 0.4234], [-3.1139, -0.8582, 1.0029], [-2.1926, -0.5862, 0.1063], [-2.9124, -0.3749, -1.0326], [-4.2096, -0.5175, -0.8820], [-2.2720, -0.0143, -2.3061], [-2.9890, 0.0620, -3.4952], [-2.4001, 0.3745, -4.6419], [-1.0913, 0.6002, -4.5981], [-0.3686, 0.5237, -3.4154], [-0.9629, 0.2254, -2.2664], [-5.2236, -0.9784, 0.8331], [-2.9485, -1.0675, 2.0470], [-4.0531, -0.1363, -3.5088], [-0.6004, 0.8490, -5.5307], [0.7010, 0.6908, -3.3777], [9.0510, -5.4524, -2.2479], [8.0775, -4.8561, -2.1167], [6.8593, -4.1088, -1.9527], [6.3663, -3.3447, -3.0080], [5.2004, -2.6188, -2.8409], [4.5110, -2.6591, -1.6327], [5.0051, -3.4331, -0.5870], [6.1785, -4.1510, -0.7387], [3.2522, -1.8779, -1.4495], [3.4055, -0.4755, -1.4514], [4.6434, 0.2172, -1.5200], [4.3470, 1.5648, -1.5563], [2.9402, 1.6433, -1.5041], [2.3634, 0.4426, -1.4354], [2.0908, -2.6313, -1.3141], [1.9851, -4.0426, -1.5339], [0.6704, -4.3746, -1.3463], [0.0163, -3.1610, -0.9990], [0.8354, -2.1268, -0.9815], [6.8997, -3.3222, -3.9484], [4.8143, -2.0145, -3.6514], [4.4646, -3.4645, 0.3500], [6.5698, -4.7453, 0.0756], [5.6228, -0.2328, -1.5360], [5.0366, 2.3910, -1.6232], [2.3365, 2.5417, -1.5223], [2.7892, -4.6997, -1.8240], [0.2138, -5.3464, -1.4418], [-1.0318, -3.0363, -0.7564], [1.6572, 3.0099, 4.2802], [0.7912, 2.1147, 3.3958], [-0.4399, 1.7855, 4.0341], [1.6508, 0.5251, 3.0558], [2.3524, 0.0412, 4.3993], [2.8946, 0.8334, 2.1155], [0.7625, -0.5420, 2.5416], [0.3136, 3.0936, 1.8585], [1.7994, 3.0894, 1.1194], [-0.0396, 4.4594, 2.2702], [-0.5360, 2.2399, 0.9644], [1.7942, 2.5528, 5.2647], [1.1588, 3.9711, 4.3933], [2.6408, 3.1810, 3.8381], [-0.2703, 1.6270, 4.9703], [3.1382, 0.5508, 4.6309], [2.8039, 1.5720, 1.4813], [2.1936, 3.9683, 1.0862]], "mulliken_charge": [2.05, 0.07, -0.48, 0.22, 0.08, -0.73, -0.02, -0.36, -0.60, -0.41, -0.38, 0.55, 0.20, 0.55, 0.47, 0.39, 0.31, -0.53, -0.10, 0.61, -0.90, -0.09, -0.95, 0.02, -0.91, 1.32, 0.22, -0.63, -1.12, -0.92, 0.23, -0.18, -0.90, -1.27, -0.39, 0.85, 0.45, 0.51, 0.52, 0.44, 0.54, 0.48, 0.54, 0.50, 0.43, 0.41, -1.84, 1.44, -0.57, 0.50, -0.55, -0.45, -0.84, 0.44, -0.46, -0.81, -0.65, 0.51, 0.43, 0.36, 0.38, 0.35, 0.42, 0.25], "multiplicity": 1, "molar_mass_g_mol": 684.057, "lumo_ha": -0.021, "e_above_lowest_kcal_mol": 27.5}

---

Entry 2:
{"formula": "C24H22N8OReS", "method": "wB97M-V/def2-TZVPD", "symbols": ["Re", "C", "N", "C", "C", "N", "C", "C", "C", "C", "C", "C", "N", "C", "N", "C", "C", "C", "C", "C", "C", "N", "H", "H", "H", "H", "H", "H", "H", "H", "H", "H", "H", "H", "H", "H", "H", "N", "C", "S", "N", "N", "C", "C", "C", "C", "C", "C", "C", "O", "H", "H", "H", "H", "H", "H", "H"], "coordinates": [[-0.6423, -0.0344, -0.9324], [-2.4823, 0.9319, 1.4245], [-1.3571, 1.4280, 0.5715], [-0.2665, 2.0711, 1.3693], [0.8917, 1.1361, 1.4284], [0.9058, 0.0641, 0.6770], [2.1404, -0.5482, 0.8638], [2.6844, -1.6933, 0.2921], [3.9546, -2.0487, 0.6957], [4.6644, -1.2944, 1.6434], [4.1330, -0.1560, 2.2156], [2.8573, 0.2024, 1.7999], [2.0243, 1.2690, 2.1362], [-2.3368, -0.5442, 1.5286], [-1.5930, -1.1554, 0.6405], [-1.6521, -2.5180, 0.9226], [-1.0561, -3.6079, 0.2983], [-1.3179, -4.8524, 0.8328], [-2.1435, -5.0124, 1.9565], [-2.7381, -3.9359, 2.5833], [-2.4742, -2.6858, 2.0396], [-2.8900, -1.4019, 2.3947], [-3.4269, 1.1921, 0.9428], [-2.4679, 1.4061, 2.4055], [-1.7310, 2.1237, -0.0684], [-0.6210, 2.3164, 2.3709], [0.0227, 3.0050, 0.8838], [2.1381, -2.2716, -0.4416], [4.4191, -2.9298, 0.2755], [5.6557, -1.6151, 1.9312], [4.6846, 0.4219, 2.9442], [2.2397, 2.0106, 2.7837], [-0.4208, -3.4862, -0.5701], [-0.8790, -5.7293, 0.3776], [-2.3188, -6.0080, 2.3395], [-3.3753, -4.0646, 3.4473], [-3.5062, -1.1661, 3.1570], [-4.0182, -0.4834, -3.7622], [-2.9687, -0.0613, -3.0586], [-1.9716, -1.3000, -2.2159], [-2.6817, 1.1832, -2.9018], [-1.4884, 1.3726, -2.2405], [-0.8923, 2.4913, -2.5152], [0.4644, 2.8044, -2.1618], [0.9402, 4.1196, -2.2693], [2.2790, 4.3962, -2.1055], [3.1773, 3.3509, -1.8821], [2.7432, 2.0395, -1.8090], [1.3873, 1.7579, -1.9326], [0.9574, 0.4942, -1.8640], [-4.1960, -1.4653, -3.8812], [-4.5451, 0.1696, -4.3201], [-1.4523, 3.1944, -3.1254], [0.2417, 4.9169, -2.4931], [2.6380, 5.4126, -2.1805], [4.2325, 3.5678, -1.7806], [3.4345, 1.2201, -1.6613]], "mulliken_charge": [1.86, -1.09, -0.51, -1.13, 0.03, 0.55, 0.02, -0.53, -0.87, -0.54, -1.11, 0.94, -0.01, 0.12, 0.18, 0.50, -0.31, -0.96, -0.52, -1.05, 0.73, -0.06, 0.50, 0.47, 0.38, 0.57, 0.45, 0.33, 0.45, 0.43, 0.46, 0.23, 0.34, 0.43, 0.43, 0.45, 0.24, -0.38, 0.62, -0.43, -1.36, 0.35, -0.02, 0.23, -0.71, -0.78, -0.50, -0.35, 0.97, -0.96, 0.21, 0.26, 0.56, 0.47, 0.46, 0.44, 0.53], "multiplicity": 2, "molar_mass_g_mol": 656.769, "lumo_ha": [-0.244, -0.258], "total_charge": 2}

---

Entry 3:
{"formula": "C24H23AuN8P", "method": "wB97M-V/def2-TZVPD", "symbols": ["Au", "C", "N", "C", "C", "N", "C", "P", "C", "N", "C", "C", "N", "C", "C", "N", "C", "C", "N", "C", "H", "H", "H", "H", "H", "H", "H", "H", "H", "H", "H", "H", "H", "H", "H", "C", "C", "N", "C", "C", "C", "C", "C", "C", "C", "C", "C", "N", "C", "H", "H", "H", "H", "H", "H", "H", "H"], "coordinates": [[-0.9057, 0.0030, -0.2614], [0.1055, -2.0148, 4.7059], [-0.6047, -1.3200, 3.6189], [-1.8493, -0.7646, 3.7369], [-2.1672, -0.2353, 2.5255], [-1.1127, -0.4812, 1.6797], [-0.1674, -1.1450, 2.3614], [1.3497, -1.9250, 1.6724], [0.4476, -2.5833, 0.2104], [-0.4857, -1.9478, -0.5134], [-1.0504, -2.8494, -1.3830], [-0.4456, -4.0492, -1.1748], [0.4834, -3.8653, -0.1875], [1.3504, -4.9270, 0.3507], [2.1572, -0.4805, 0.9376], [1.5353, 0.4037, 0.1684], [2.4750, 1.3280, -0.1801], [3.6745, 0.9895, 0.3898], [3.4645, -0.1556, 1.0948], [4.4809, -0.8773, 1.8681], [-0.4987, -1.9327, 5.6040], [1.0688, -1.5429, 4.8792], [0.2333, -3.0643, 4.4528], [-2.4091, -0.7999, 4.6561], [-3.0780, 0.2422, 2.2066], [-1.8641, -2.6001, -2.0425], [-0.6108, -5.0080, -1.6364], [1.1679, -5.8292, -0.2245], [1.1068, -5.1099, 1.3942], [2.3935, -4.6414, 0.2456], [2.2530, 2.1737, -0.8092], [4.6412, 1.4627, 0.3502], [5.4196, -0.3400, 1.7768], [4.6102, -1.8822, 1.4732], [4.1976, -0.9162, 2.9173], [-0.4430, 0.2967, -4.5607], [-0.4120, -0.2046, -3.2581], [-0.8310, 0.5189, -2.2267], [-1.2524, 1.8018, -2.4412], [-1.3116, 2.3712, -3.7108], [-0.9042, 1.5688, -4.7949], [-1.7559, 3.7327, -3.8332], [-2.0692, 4.4635, -2.7396], [-1.9680, 3.9017, -1.4205], [-2.2121, 4.6179, -0.2319], [-2.0317, 3.9996, 0.9810], [-1.6409, 2.6602, 1.0292], [-1.4464, 1.9545, -0.0784], [-1.5816, 2.5699, -1.2919], [-0.1033, -0.3340, -5.3699], [-0.0468, -1.2001, -3.0549], [-0.9446, 1.9629, -5.8029], [-1.8186, 4.1678, -4.8219], [-2.3869, 5.4932, -2.8387], [-2.5275, 5.6529, -0.2808], [-2.1903, 4.5298, 1.9092], [-1.4885, 2.1600, 1.9738]], "mulliken_charge": [1.40, -0.74, 0.10, -0.28, -0.89, -0.05, 0.23, -0.25, 0.23, -0.05, -0.89, -0.28, 0.10, -0.74, -0.12, 0.25, -0.70, -0.46, 0.13, -0.75, 0.33, 0.34, 0.33, 0.50, 0.63, 0.63, 0.50, 0.34, 0.33, 0.34, 0.53, 0.45, 0.32, 0.32, 0.32, -1.10, 0.08, -0.31, 0.40, 0.58, -0.47, -0.97, -0.96, 0.57, -0.47, -1.10, 0.08, -0.31, 0.39, 0.45, 0.67, 0.50, 0.47, 0.47, 0.50, 0.45, 0.67], "multiplicity": 1, "molar_mass_g_mol": 651.445, "lumo_ha": -0.358, "total_charge": 3}

---

Entry 4:
{"formula": "C24H23Cl16N2O4PS2", "method": "wB97M-V/def2-TZVPD", "symbols": ["N", "P", "O", "O", "C", "C", "C", "C", "S", "C", "S", "N", "C", "C", "C", "C", "C", "C", "C", "C", "C", "C", "C", "C", "C", "O", "C", "O", "C", "H", "H", "H", "H", "H", "H", "H", "H", "H", "H", "H", "H", "H", "H", "H", "H", "H", "H", "H", "H", "H", "H", "H", "Cl", "C", "Cl", "Cl", "Cl", "Cl", "C", "Cl", "Cl", "Cl", "Cl", "C", "Cl", "Cl", "Cl", "Cl", "C", "Cl", "Cl", "Cl"], "coordinates": [[-1.5142, -4.6559, -0.3784], [-1.2103, -4.3373, 1.1063], [-0.8733, -5.5983, 2.0325], [-2.4525, -3.6477, 1.8666], [0.2484, -3.2595, 1.3563], [0.3400, -2.9039, 2.8831], [0.3595, -1.4248, 3.2655], [-1.0388, -0.7752, 3.3495], [-1.5771, 0.1273, 1.8928], [-0.8835, 1.7482, 2.0776], [-0.7017, 2.4864, 3.5043], [-0.5232, 2.3972, 0.8530], [0.8753, 2.3006, 0.5406], [1.8003, 1.5780, 1.2699], [3.1201, 1.5255, 0.8553], [3.6070, 2.2095, -0.2489], [2.6610, 2.9587, -0.9772], [1.3431, 2.9846, -0.5744], [-1.3746, 1.9023, -0.2187], [-0.9360, 1.0444, -1.2156], [-1.8202, 0.5791, -2.1772], [-3.1488, 0.9783, -2.1333], [-3.5800, 1.8616, -1.1559], [-2.6969, 2.3286, -0.1996], [0.3333, -2.1047, 0.3303], [1.3078, -2.4575, -0.6627], [2.2635, -3.1747, 0.0263], [3.4458, -3.0304, -0.0942], [1.4660, -4.1278, 0.8859], [-0.8637, -4.1852, -0.9992], [-1.5567, -5.7325, 2.7026], [-2.8647, -3.0367, 1.2404], [1.2812, -3.3331, 3.2334], [-0.4371, -3.4238, 3.4432], [1.0540, -0.8695, 2.6417], [0.7683, -1.3655, 4.2778], [-1.7703, -1.5819, 3.4404], [-1.1389, -0.1871, 4.2592], [1.5282, 1.0390, 2.1640], [3.8105, 0.9129, 1.4232], [4.6566, 2.1223, -0.4794], [2.9550, 3.5123, -1.8497], [0.6616, 3.5738, -1.1768], [0.0931, 0.7141, -1.2708], [-1.4574, -0.0989, -2.9374], [-3.8313, 0.5878, -2.8767], [-4.6227, 2.1510, -1.1550], [-3.0134, 3.0138, 0.5843], [0.6381, -1.1401, 0.7334], [-0.6136, -1.8838, -0.1656], [1.1019, -4.8343, 0.1356], [2.0014, -4.5924, 1.7047], [-6.0201, 7.0231, -0.1726], [-5.4912, 5.8997, 1.0829], [-4.4661, 4.6471, 0.3618], [-4.5690, 6.7714, 2.3076], [-6.9004, 5.1416, 1.8294], [-3.4535, -6.8730, 0.7518], [-3.8034, -7.9353, -0.6154], [-5.5058, -7.7655, -1.0634], [-2.7886, -7.5077, -1.9857], [-3.4858, -9.6113, -0.1453], [7.4318, 5.9569, -1.6782], [5.6838, 5.8558, -1.9244], [5.3418, 5.8235, -3.6574], [5.0490, 4.3863, -1.1684], [4.9030, 7.2598, -1.1910], [2.5049, 2.2698, -6.5417], [4.1711, 2.4091, -5.9723], [4.9320, 3.8179, -6.7231], [4.1780, 2.6017, -4.2182], [5.0682, 0.9543, -6.4095]], "mulliken_charge": [-0.61, 0.47, -0.51, -0.51, 1.95, -1.37, -0.68, -0.86, 0.12, -0.04, -0.15, 0.16, -0.05, 0.09, -1.55, 0.28, 0.14, -0.87, -1.18, 0.07, -0.74, -0.67, -0.17, 0.15, -1.04, -0.35, 0.28, -0.58, -0.75, 0.26, 0.38, 0.38, 0.45, 0.50, 0.19, 0.47, 0.42, 0.61, 0.45, 0.37, 0.59, 0.33, 0.42, 0.42, 0.47, 0.41, 0.43, 0.64, -0.14, 0.44, 0.37, 0.36, -0.10, 0.31, -0.09, -0.10, -0.11, -0.08, 0.34, -0.11, -0.08, -0.11, -0.11, 0.30, -0.07, -0.11, -0.11, -0.11, 0.31, -0.11, 0.02, -0.10], "multiplicity": 1, "molar_mass_g_mol": 1065.814, "lumo_ha": -0.023, "smiles": "N=P(O)(O)[C@]1(CCCSC(=S)N(c2ccccc2)c2ccccc2)COC(=O)C1.ClC(Cl)(Cl)Cl.ClC(Cl)(Cl)Cl.ClC(Cl)(Cl)Cl.ClC(Cl)(Cl)Cl"}